Computed, not measured: a molecular structure, C5H9NOS, with the ωB97M-V functional and the def2-TZVPD basis.

Atoms and positions in Å:
S: -1.877 1.413 -0.961
O: 1.863 1.437 -0.180
N: -0.397 0.746 -0.367
C: 0.003 -0.550 -0.577
C: 0.646 1.642 -0.027
C: -0.337 -1.297 -1.619
C: -0.056 -0.374 1.810
C: 0.619 -1.071 0.641
H: -0.451 0.775 1.584
H: 1.799 -0.867 0.530
H: -0.892 -1.034 1.843
H: -0.194 2.560 0.395
H: -0.287 -2.281 -1.882
H: 0.603 -0.396 2.912
H: 0.661 -2.203 0.718
H: -1.045 2.239 -2.203
H: -0.657 -0.738 -2.616

For the largest force on an atom, the calculation gives 5.56 eV/A. The HOMO-LUMO gap is 8.572 eV. As for the spin multiplicity: 1. The total energy comes out at -723.897559 a.u.

---

Computed, not measured: C5H9NOS in the gas phase, with the ωB97M-V functional and the def2-TZVPD basis.

Atoms and positions in Å:
S: -0.035 1.345 0.550
O: 2.128 0.007 -0.381
N: 0.225 -1.073 -0.681
C: -1.153 -1.334 -0.422
C: -1.523 -1.571 0.976
C: 0.947 0.003 -0.233
C: -1.964 -1.549 -1.500
C: 1.361 2.454 0.771
H: -0.654 -1.908 1.623
H: -1.711 -1.448 -2.560
H: 2.130 1.958 1.276
H: 0.861 -1.676 -1.184
H: -2.982 -1.876 -1.284
H: 0.859 3.314 1.356
H: -2.169 -2.482 0.987
H: -2.056 -0.791 1.455
H: 1.666 2.831 -0.194

For the largest force on an atom, the calculation gives 3.43 eV/A. The HOMO-LUMO gap is 9.927 eV. As for the spin multiplicity: 1. The total energy comes out at -724.079582 a.u. As for the SMILES: C=C(C)NC(=O)SC.

---

Computed, not measured: a molecular structure, C5H9NOS, with the ωB97M-V functional and the def2-TZVPD basis.

Atoms and positions in Å:
S: -0.115 -1.676 -1.146
O: 0.521 1.514 -1.295
N: -0.587 1.502 -0.406
C: -0.220 0.015 2.764
C: 0.683 -0.390 -0.110
C: -0.489 0.428 0.408
C: -1.375 0.099 1.637
C: 1.400 0.609 -0.900
H: 0.371 1.032 2.791
H: 0.147 -0.482 -2.429
H: -2.090 1.049 2.058
H: -2.015 -0.812 1.666
H: 1.125 -1.052 0.703
H: 2.174 0.995 -0.138
H: 0.740 -0.605 2.223
H: 1.822 0.027 -1.911
H: -0.491 -0.540 3.778

For the largest force on an atom, the calculation gives 5.97 eV/A. The HOMO-LUMO gap is 9.085 eV. As for the spin multiplicity: 1. The total energy comes out at -723.876692 a.u.

---

Computed, not measured: C5H9NS in the gas phase, with the ωB97M-V functional and the def2-TZVPD basis.

Atoms and positions in Å:
S: 1.968 -0.039 0.430
N: -1.180 -0.121 1.247
C: -1.501 -0.746 -0.035
C: -0.310 1.291 -0.618
C: -1.515 0.730 0.088
C: -0.293 -1.155 -0.841
C: 0.641 0.084 -0.827
H: -0.611 -1.373 -1.833
H: -1.926 -0.163 1.907
H: 0.188 2.098 -0.088
H: 0.185 -2.028 -0.428
H: 1.180 0.160 -1.759
H: -0.636 1.662 -1.545
H: -2.419 -1.319 -0.087
H: 1.112 -0.113 1.490
H: -2.425 1.315 0.132

For the largest force on an atom, the calculation gives 1.65 eV/A. The HOMO-LUMO gap is 9.615 eV. As for the spin multiplicity: 1. The total energy comes out at -648.823352 a.u. As for the SMILES: S[C@@H]1C[C@@H]2N[C@@H]2C1.

---

Computed, not measured: C5H9NS in the gas phase, with the ωB97M-V functional and the def2-TZVPD basis.

Atoms and positions in Å:
S: -2.608 0.194 0.012
N: 1.143 -0.802 -0.116
C: -0.155 -0.700 -1.055
C: 0.121 1.370 0.121
C: 0.133 -0.869 1.045
C: 1.512 0.656 -0.044
C: -0.770 0.073 0.097
H: 0.249 -0.543 2.117
H: 0.101 -0.176 -2.009
H: -0.118 2.066 1.063
H: -0.137 1.757 -0.924
H: -2.604 -1.165 0.021
H: 2.198 0.664 0.836
H: 1.939 1.012 -1.024
H: -0.527 -1.748 -1.157
H: -0.479 -1.790 1.016

For the largest force on an atom, the calculation gives 2.90 eV/A. The HOMO-LUMO gap is 10.028 eV. As for the spin multiplicity: 1. The total energy comes out at -648.755168 a.u. As for the SMILES: SC12CCN(C1)C2.

---

Computed, not measured: C5H9NS in the gas phase, with the ωB97M-V functional and the def2-TZVPD basis.

Atoms and positions in Å:
S: 2.004 -1.070 0.653
N: -1.621 -0.162 1.255
C: -0.894 -0.492 0.310
C: 0.869 1.625 0.470
C: -1.117 -1.481 -0.772
C: 0.863 1.132 -0.944
C: 0.674 0.144 0.170
H: -2.561 -0.672 1.537
H: 1.884 -0.777 2.019
H: -2.000 -2.058 -0.458
H: 1.818 2.103 0.749
H: -1.361 -1.081 -1.743
H: 1.778 1.226 -1.470
H: -0.089 2.061 0.767
H: 0.029 1.497 -1.724
H: -0.274 -1.994 -0.818

For the largest force on an atom, the calculation gives 4.70 eV/A. The HOMO-LUMO gap is 9.780 eV. As for the spin multiplicity: 1. The total energy comes out at -648.759565 a.u. As for the SMILES: [H]/N=C(\C)C1(S)CC1.

---

It is found that the LUMO level values, taken in the order of the records, are -0.364, 0.722, -0.101, 0.972, 0.808, 0.889 eV.